No. 1
Entry from the Open Molecules 2025 dataset: C13H10N3O7ReS3 as an isolated structure at a distorted geometry (ωB97M-V/def2-TZVPD).

Computed properties:
frontier orbital gap (spin up / spin down) = 7.707 / 7.502 eV
multiplicity = 2
total charge = +1
energy = -67074.22526 eV
E_LUMO (spin up / spin down) = -5.574 / -5.555 eV

```
37
Properties=species:S:1:pos:R:3:forces:R:3
Re 0.605 -0.596 1.565 0.4 0.9 -1.8
O 0.473 1.790 3.130 -0.1 0.3 0.1
S -0.325 2.207 2.005 0.5 0.3 0.1
O -1.483 3.013 2.147 -0.2 -0.2 0.2
O -0.686 0.886 1.259 0.1 -0.1 -0.3
C 0.761 3.111 0.897 0.0 -0.3 -0.1
C 0.505 4.469 0.874 0.1 0.0 -0.1
C 1.323 5.338 0.151 -0.1 0.0 0.0
C 2.396 4.849 -0.560 0.0 0.0 0.0
C 2.659 3.483 -0.560 0.1 0.0 0.0
C 1.858 2.612 0.160 -0.1 0.1 0.1
S 2.295 0.916 -0.055 0.0 -0.1 0.0
O 3.530 0.816 -0.732 0.0 0.0 0.2
O 2.324 0.290 1.393 0.1 0.1 -0.2
O 1.153 0.162 -0.599 -0.3 -0.1 0.4
H -0.340 4.847 1.429 0.0 0.0 0.0
H 1.103 6.396 0.156 0.0 0.0 0.0
H 3.036 5.513 -1.123 0.0 0.0 0.0
H 3.493 3.086 -1.121 0.0 0.0 0.0
S 0.498 -1.169 3.682 0.0 -0.6 1.0
C 1.644 -2.231 2.966 -0.6 0.4 0.8
N 2.301 -2.752 2.167 0.2 -0.1 -0.7
N -3.286 -3.957 -3.318 0.0 0.0 0.0
C -2.888 -4.373 -2.096 0.0 0.0 0.0
O -3.166 -5.442 -1.606 0.0 0.0 0.0
C -2.064 -3.391 -1.283 0.0 -0.1 -0.1
C -2.137 -2.014 -1.428 0.0 0.1 0.0
C -1.390 -1.203 -0.598 -0.2 0.0 -0.1
N -0.584 -1.734 0.334 0.4 -0.7 0.6
C -0.493 -3.079 0.479 -0.3 -0.1 -0.4
C -1.237 -3.929 -0.302 0.0 0.0 0.1
H -3.798 -4.616 -3.884 0.0 0.0 0.0
H -2.876 -3.164 -3.776 0.0 0.0 0.0
H -2.791 -1.554 -2.155 0.0 0.0 0.0
H -1.420 -0.126 -0.652 0.0 0.0 0.0
H 0.196 -3.455 1.223 0.0 0.0 -0.1
H -1.190 -5.000 -0.169 0.0 0.0 0.0
```
Positions in Å, forces in eV/Å.

No. 2
Entry from the Open Molecules 2025 dataset: C13H11AuN2S2 as an isolated structure at a distorted geometry (ωB97M-V/def2-TZVPD).

Computed properties:
frontier orbital gap = 7.678 eV
total charge = 0
energy = -42003.86294 eV
E_LUMO = 0.217 eV

```
29
Properties=species:S:1:pos:R:3:forces:R:3
Au 0.239 0.594 0.299 -0.2 0.5 0.1
N -2.305 2.523 0.255 0.1 0.2 -0.1
C -2.602 1.358 0.840 -0.5 0.1 0.2
N -1.868 0.288 0.752 1.0 0.2 -0.5
C -2.424 -0.778 1.418 -0.7 -0.5 0.6
C -1.909 -2.066 1.478 0.0 0.2 0.0
C -2.583 -3.016 2.220 0.0 -0.1 0.0
C -3.764 -2.706 2.886 -0.1 0.0 0.1
C -4.305 -1.435 2.815 0.0 0.0 -0.1
C -3.629 -0.484 2.077 0.3 0.0 -0.2
S -4.068 1.186 1.789 0.3 -0.2 -0.2
H -1.366 2.630 -0.104 0.0 0.1 0.0
H -2.836 3.345 0.479 0.1 0.0 0.0
H -1.006 -2.303 0.938 0.2 0.0 0.0
H -2.194 -4.020 2.275 0.1 -0.1 0.0
H -4.270 -3.462 3.467 0.0 -0.1 0.0
H -5.232 -1.189 3.308 -0.1 0.0 0.1
S 2.255 1.691 0.237 -0.3 -0.2 0.2
C 3.135 1.154 -1.199 -0.1 0.0 0.1
C 3.536 2.104 -2.131 0.0 0.0 0.1
C 4.251 1.721 -3.250 0.1 0.0 -0.1
C 4.580 0.390 -3.445 0.2 0.0 -0.1
C 4.210 -0.552 -2.499 0.0 -0.1 -0.1
C 3.491 -0.176 -1.381 0.0 -0.1 0.0
H 3.285 3.140 -1.965 -0.1 0.1 0.0
H 4.547 2.469 -3.972 0.0 0.0 -0.1
H 5.141 0.091 -4.321 0.0 0.0 0.0
H 4.484 -1.590 -2.628 0.0 -0.1 0.0
H 3.208 -0.908 -0.637 0.0 0.0 0.0
```
Positions in Å, forces in eV/Å.

No. 3
Entry from the Open Molecules 2025 dataset: C13H11BrN4O3S3W as an isolated structure at a distorted geometry (ωB97M-V/def2-TZVPD).

Computed properties:
frontier orbital gap (spin up / spin down) = 6.129 / 6.898 eV
multiplicity = 3
total charge = 0
energy = -130137.77540 eV
E_LUMO (spin up / spin down) = -0.987 / -1.938 eV

```
36
Properties=species:S:1:pos:R:3:forces:R:3
W -2.502 0.675 0.510 -0.5 -0.3 -0.6
N -2.002 -3.347 2.265 0.0 0.1 0.1
C -1.887 -2.081 1.796 0.1 -0.4 0.0
S -3.289 -1.048 1.951 0.0 0.1 0.1
N -0.753 -1.706 1.304 -0.2 0.4 -0.1
N -0.790 -0.391 0.848 0.0 -0.4 -0.1
C 0.390 0.124 0.474 0.2 0.1 -0.1
C 1.654 -0.639 0.444 -0.1 0.0 0.1
C 2.127 -1.313 1.570 0.1 0.1 0.1
C 3.333 -1.991 1.519 0.0 0.0 0.0
C 4.072 -2.019 0.342 0.0 0.0 0.0
C 3.600 -1.366 -0.786 0.0 0.0 0.0
C 2.396 -0.675 -0.733 0.0 -0.1 -0.1
C 0.321 1.494 0.083 0.1 -0.2 0.1
C 1.426 2.311 -0.189 0.1 0.1 -0.1
C 1.225 3.617 -0.553 0.1 0.0 0.0
C -0.081 4.122 -0.640 0.0 0.0 0.0
C -1.125 3.305 -0.312 0.1 -0.1 0.1
N -0.937 2.014 0.060 -0.1 0.2 0.0
H -2.891 -3.699 2.561 0.0 0.0 0.0
H -1.233 -3.981 2.141 0.0 0.0 0.0
H 1.549 -1.297 2.483 0.0 0.0 0.0
H 3.696 -2.502 2.401 0.0 0.0 0.0
H 5.012 -2.554 0.305 0.0 0.0 0.0
H 4.161 -1.396 -1.711 0.0 0.0 0.0
H 2.013 -0.187 -1.622 0.0 0.0 0.0
H 2.420 1.899 -0.096 0.0 0.0 0.0
H 2.072 4.257 -0.761 0.0 0.0 0.0
H -0.277 5.139 -0.945 0.0 0.0 0.0
H -2.149 3.647 -0.328 0.0 0.0 0.0
O -4.235 -1.929 -3.149 0.0 0.0 0.1
S -3.601 -0.753 -3.640 -0.1 -0.2 -0.5
O -2.199 -0.770 -3.884 0.1 0.0 0.1
O -4.397 0.262 -4.242 0.0 0.0 0.1
S -3.517 0.414 -1.380 0.4 0.3 0.9
Br -3.603 2.364 1.914 -0.1 0.1 0.1
```
Positions in Å, forces in eV/Å.